Entry 1:
{
  "formula": "C35H86F3N4O7PS",
  "method": "the ωB97M-V functional and the def2-TZVPD basis",
  "de_lowest_kcal_mol": 0.0,
  "homo_ev": -18.1,
  "homo_lumo_gap_ev": 9.6,
  "charge": 4,
  "symbols": ["C", "C", "O", "N", "H", "H", "C", "H", "H", "H", "H", "H", "H", "C", "N", "C", "C", "C", "C", "O", "H", "H", "H", "H", "H", "H", "H", "H", "H", "H", "H", "H", "H", "H", "C", "N", "C", "C", "C", "C", "O", "H", "H", "H", "H", "H", "H", "H", "H", "H", "H", "H", "H", "H", "H", "C", "N", "C", "C", "C", "C", "O", "H", "H", "H", "H", "H", "H", "H", "H", "H", "H", "H", "H", "H", "H", "C", "C", "C", "C", "P", "C", "C", "C", "C", "C", "C", "C", "C", "C", "C", "C", "C", "H", "H", "H", "H", "H", "H", "H", "H", "H", "H", "H", "H", "H", "H", "H", "H", "H", "H", "H", "H", "H", "H", "H", "H", "H", "H", "H", "H", "H", "H", "H", "H", "H", "H", "H", "H", "C", "F", "F", "F", "S", "O", "O", "O"],
  "xyz": [[21.5195, -1.2681, 11.3608], [21.3601, -2.7039, 11.7297], [22.1929, -3.4893, 11.9866], [19.9147, -3.1679, 11.8337], [19.3615, -2.6455, 12.5730], [19.3894, -2.9706, 10.9757], [19.7828, -4.6141, 12.0951], [21.7267, -1.2091, 10.2887], [22.4104, -0.8941, 11.8662], [20.6962, -0.6329, 11.6775], [20.2652, -5.2137, 11.3267], [18.7480, -4.8864, 12.2598], [20.3662, -4.8516, 12.9856], [14.2182, -1.4646, 19.1415], [15.1440, -0.9784, 18.0750], [16.5172, -1.1669, 18.6357], [14.9286, -1.8341, 16.8530], [15.0219, 0.4918, 17.7521], [13.6831, 0.9825, 17.2644], [12.6965, 0.7565, 18.2220], [14.3259, -0.8268, 20.0145], [14.5170, -2.4723, 19.4196], [13.2006, -1.4518, 18.7804], [16.6894, -2.1670, 19.0199], [16.6190, -0.4777, 19.4746], [17.2647, -0.8823, 17.8967], [13.8918, -1.6248, 16.6031], [15.0362, -2.8534, 17.2137], [15.6265, -1.6096, 16.0531], [15.7350, 0.6044, 16.9301], [15.4008, 1.0314, 18.6155], [13.4398, 0.5407, 16.2831], [13.8455, 2.0414, 17.0035], [11.8248, 1.0531, 17.9364], [17.9760, 3.6103, 14.1749], [17.4417, 2.6194, 13.2041], [16.9648, 3.3712, 11.9965], [18.5340, 1.6704, 12.8636], [16.2723, 1.9098, 13.8783], [15.5508, 0.7526, 13.2012], [14.8515, 1.1453, 12.0294], [17.1876, 4.3185, 14.4258], [18.7577, 4.1973, 13.6930], [18.3749, 3.1093, 15.0524], [16.1701, 4.0350, 12.3229], [16.6651, 2.6757, 11.2278], [17.7861, 3.9932, 11.6450], [19.0069, 1.3176, 13.7776], [19.3061, 2.2324, 12.3334], [18.1810, 0.8677, 12.2251], [15.5887, 2.7269, 14.1106], [16.6961, 1.5821, 14.8326], [14.7892, 0.4944, 13.9436], [16.1588, -0.1439, 13.0498], [15.4206, 1.0161, 11.2646], [13.1244, -4.7611, 11.3313], [12.9749, -3.3801, 10.7633], [13.9608, -2.4667, 11.4241], [13.2374, -3.4090, 9.2905], [11.5318, -2.9539, 11.0199], [11.0703, -1.6237, 10.4862], [11.7456, -0.5654, 11.1491], [13.1678, -4.6838, 12.4150], [14.0595, -5.1688, 10.9577], [12.2668, -5.3640, 11.0525], [13.6684, -2.3138, 12.4583], [13.8972, -1.5145, 10.9128], [14.9588, -2.8895, 11.3370], [13.0973, -2.4149, 8.8910], [12.5610, -4.1397, 8.8489], [14.2414, -3.7914, 9.1205], [11.4002, -3.0032, 12.0981], [10.9496, -3.7188, 10.5049], [9.9973, -1.5668, 10.6936], [11.1509, -1.5236, 9.4022], [11.9221, 0.1404, 10.5196], [19.2462, 2.0450, 18.0050], [20.4485, 2.7405, 17.3767], [21.3605, 1.7507, 16.6652], [22.8152, 2.2949, 16.5695], [23.9828, 0.9962, 16.1403], [25.6472, 1.6834, 16.2337], [25.9558, 2.8227, 15.2747], [27.4134, 3.2811, 15.4234], [28.3810, 2.3962, 14.6230], [23.6693, 0.3179, 14.4949], [24.6366, -0.7698, 14.0212], [24.3376, -2.1808, 14.5075], [25.3400, -3.1892, 13.9742], [23.9386, -0.3231, 17.3752], [23.9815, 0.1702, 18.8216], [24.6069, -0.8286, 19.7865], [26.0130, -1.2740, 19.4482], [18.6772, 1.4938, 17.2387], [18.5428, 2.7015, 18.5164], [19.5648, 1.2827, 18.7203], [20.9707, 3.2881, 18.1674], [20.1402, 3.5418, 16.6958], [20.9995, 1.5592, 15.6500], [21.3793, 0.7959, 17.1949], [23.1274, 2.5928, 17.5756], [22.8579, 3.1622, 15.9139], [26.3828, 0.8835, 16.1304], [25.6974, 2.0620, 17.2625], [25.3277, 3.7092, 15.3905], [25.8335, 2.4974, 14.2343], [27.7143, 3.2689, 16.4739], [27.5018, 4.3073, 15.0727], [28.4428, 2.7379, 13.5919], [28.1237, 1.3346, 14.6867], [29.3917, 2.4428, 15.0320], [23.7607, 1.1710, 13.8153], [22.6276, -0.0253, 14.5212], [25.6713, -0.5430, 14.2938], [24.6136, -0.7678, 12.9274], [23.3216, -2.4885, 14.2350], [24.3500, -2.2019, 15.6001], [25.2858, -4.1360, 14.5186], [26.3776, -2.8675, 14.0551], [25.1062, -3.4764, 12.9465], [24.7810, -0.9693, 17.1281], [23.0125, -0.8783, 17.1953], [22.9588, 0.3201, 19.1881], [24.4506, 1.1537, 18.9218], [23.9834, -1.7273, 19.8520], [24.6004, -0.4113, 20.7944], [26.0729, -1.8876, 18.5387], [26.4756, -1.8580, 20.2393], [26.6926, -0.4461, 19.2072], [19.2598, -2.9015, 16.0076], [19.8989, -3.8870, 15.3892], [18.1631, -3.3763, 16.5979], [20.0529, -2.3465, 16.9306], [18.8051, -1.5713, 14.8254], [20.0392, -1.0026, 14.3165], [18.0945, -2.2063, 13.6998], [17.9722, -0.6958, 15.6214]],
  "forces_ev_per_angstrom": [[0.48, 0.12, 0.07], [-0.32, 0.69, 0.36], [0.34, -0.36, -0.01], [-1.01, -0.06, -0.32], [0.31, -0.10, -0.03], [0.40, 0.23, -0.08], [0.88, -0.93, 0.76], [-0.23, 0.12, 0.00], [0.06, -0.15, -0.04], [-0.23, -0.19, -0.22], [-0.30, 0.24, -0.35], [-0.12, 0.12, -0.14], [-0.26, 0.17, 0.09], [-0.24, 0.04, 0.31], [0.61, -0.49, 0.21], [0.65, 0.68, 0.11], [-0.45, 0.30, 1.02], [0.29, -0.44, -0.44], [-0.04, 0.27, -0.76], [0.00, -0.03, 0.19], [-0.13, 0.12, -0.04], [0.01, -0.03, -0.12], [-0.11, 0.07, 0.05], [-0.24, -0.19, -0.30], [-0.07, -0.09, 0.04], [-0.10, -0.21, -0.14], [0.02, -0.35, -0.47], [-0.02, -0.13, -0.34], [0.14, 0.18, 0.11], [0.07, 0.27, 0.12], [-0.27, 0.10, 0.11], [-0.05, -0.28, 0.23], [-0.14, 0.03, 0.42], [0.09, 0.14, -0.06], [0.09, 0.68, -0.07], [-0.40, -0.45, -0.19], [0.51, 0.31, 0.28], [0.64, 0.48, -0.14], [0.63, 0.39, 0.65], [-0.15, 0.47, -0.04], [0.19, -0.23, 0.09], [-0.06, -0.17, 0.20], [0.10, -0.21, -0.04], [-0.12, -0.07, 0.05], [-0.26, -0.16, -0.22], [-0.16, 0.07, -0.08], [0.05, -0.12, -0.10], [-0.33, -0.37, 0.03], [-0.16, 0.00, -0.13], [-0.14, -0.10, 0.14], [-0.26, -0.17, -0.17], [-0.11, -0.29, -0.10], [-0.01, -0.14, -0.10], [0.21, 0.16, 0.03], [-0.12, -0.04, -0.05], [0.17, 0.28, 0.10], [-0.10, 0.15, 0.05], [-0.33, 0.13, -0.32], [-0.05, -0.70, 0.25], [0.12, -0.26, -0.41], [-0.07, 0.54, -0.01], [0.29, -0.07, -0.06], [-0.05, 0.00, 0.02], [-0.06, -0.18, -0.01], [0.09, -0.11, -0.18], [0.04, -0.12, 0.06], [0.12, 0.12, 0.07], [-0.04, -0.14, 0.05], [0.04, 0.03, -0.19], [-0.17, 0.24, -0.12], [0.12, 0.27, 0.04], [-0.14, -0.07, 0.04], [-0.18, -0.07, 0.33], [0.00, -0.12, 0.08], [0.15, -0.22, -0.02], [-0.20, 0.14, 0.11], [-0.44, -0.51, -0.42], [-0.32, 0.36, 0.48], [0.75, 0.43, -0.19], [-0.80, -0.58, 0.37], [1.04, -0.17, -0.13], [-0.44, 0.43, 0.24], [0.45, 0.42, -0.62], [0.39, -0.41, -0.14], [0.28, 0.15, 0.46], [-0.07, 0.31, 0.20], [0.01, -0.34, -0.12], [-0.05, -0.08, 0.39], [-0.17, -0.83, -0.06], [-0.60, 0.32, -0.19], [-0.45, 0.14, 0.56], [0.21, -0.49, 0.28], [0.77, 0.10, -0.87], [0.06, 0.08, 0.03], [0.20, 0.22, -0.02], [0.10, 0.12, 0.06], [0.21, -0.24, -0.02], [-0.07, -0.14, -0.10], [-0.11, -0.18, 0.07], [-0.15, -0.01, 0.04], [0.04, 0.21, -0.08], [0.28, -0.02, -0.08], [-0.07, -0.08, 0.05], [0.24, -0.13, -0.03], [-0.33, -0.28, 0.32], [-0.11, -0.05, 0.05], [-0.18, 0.12, 0.04], [0.02, 0.06, 0.07], [-0.13, -0.30, -0.12], [-0.18, 0.04, -0.25], [-0.03, 0.20, -0.04], [-0.25, 0.08, 0.06], [0.03, -0.04, -0.25], [-0.04, 0.22, -0.05], [0.10, 0.02, 0.01], [0.01, 0.11, -0.09], [0.05, -0.03, -0.06], [-0.08, 0.15, 0.14], [-0.04, 0.21, -0.13], [0.23, 0.32, -0.10], [0.02, 0.02, 0.07], [0.17, -0.23, 0.01], [-0.02, 0.13, -0.27], [0.29, -0.15, -0.06], [-0.12, 0.11, -0.09], [-0.06, 0.17, -0.07], [-0.27, -0.16, 0.22], [-0.09, 0.02, 0.10], [-0.16, 0.15, 0.39], [0.14, 0.34, 0.04], [-0.01, 0.05, 0.11], [0.16, -0.04, -0.07], [-0.13, -0.35, -0.10], [-0.28, 0.60, -1.30], [0.38, -0.03, 0.54], [-0.15, -0.39, 0.42], [-0.10, 0.10, 0.04]],
  "lowdin_charge": [0.043, -0.392, 0.202, 0.068, 0.097, 0.184, -0.001, 0.119, 0.087, 0.073, 0.117, 0.107, 0.101, 0.018, -0.345, 0.002, 0.037, -0.095, -0.253, -0.020, 0.127, 0.117, 0.105, 0.120, 0.117, 0.078, 0.104, 0.118, 0.087, 0.116, 0.147, 0.115, 0.137, 0.126, 0.015, -0.359, 0.040, 0.013, -0.091, -0.210, -0.043, 0.125, 0.124, 0.096, 0.125, 0.099, 0.121, 0.085, 0.122, 0.107, 0.144, 0.115, 0.123, 0.112, 0.083, 0.022, -0.365, -0.001, 0.028, -0.089, -0.214, -0.057, 0.113, 0.113, 0.119, 0.111, 0.086, 0.108, 0.106, 0.127, 0.114, 0.148, 0.146, 0.144, 0.131, 0.104, -0.105, -0.257, -0.239, -0.241, 1.002, -0.267, -0.251, -0.244, -0.092, -0.260, -0.234, -0.268, -0.086, -0.263, -0.242, -0.252, -0.102, 0.046, 0.080, 0.081, 0.120, 0.103, 0.095, 0.098, 0.103, 0.110, 0.105, 0.107, 0.110, 0.109, 0.113, 0.113, 0.080, 0.063, 0.083, 0.100, 0.078, 0.112, 0.115, 0.095, 0.085, 0.084, 0.085, 0.076, 0.078, 0.099, 0.112, 0.104, 0.117, 0.119, 0.067, 0.086, 0.083, -0.665, 0.159, 0.146, 0.142, 0.486, -0.316, -0.348, -0.326]
}

---

Entry 2:
{
  "formula": "C6H9N3O",
  "method": "the ωB97M-V functional and the def2-TZVPD basis",
  "de_lowest_kcal_mol": 108.8,
  "homo_ev": [-8.2, -8.2],
  "homo_lumo_gap_ev": [7.6, 7.6],
  "symbols": ["C", "C", "C", "C", "C", "C", "N", "N", "N", "O", "H", "H", "H", "H", "H", "H", "H", "H", "H"],
  "xyz": [[-1.5812, -0.4288, -0.7112], [-1.0456, -1.5682, 0.0959], [-0.1537, 1.1082, 0.3960], [0.3004, 2.1419, 1.0478], [-2.5805, -0.6034, -1.7596], [2.3941, -0.5713, 0.0232], [-1.1229, 0.7555, -0.4361], [0.2409, -1.4555, 0.4396], [1.0759, -0.3497, 0.6842], [-1.7476, -2.6274, 0.2121], [1.3199, 2.1783, 1.4192], [-0.2812, 2.9933, 1.0858], [-3.3781, 0.1359, -1.5662], [-2.8318, -1.6776, -1.8211], [-2.0454, -0.3567, -2.7701], [2.4926, -1.5627, -0.4075], [2.5032, 0.2653, -0.6185], [3.1529, -0.5624, 0.7559], [0.3979, -2.1976, 1.1493]],
  "forces_ev_per_angstrom": [[1.71, 1.66, 1.80], [-2.14, -2.06, -1.78], [3.35, -3.73, 0.04], [1.09, -0.57, -0.19], [0.76, -0.17, -2.00], [-1.71, 0.25, 0.43], [-1.32, -0.21, -0.72], [0.14, -2.01, 2.17], [-2.32, 1.57, -0.27], [2.04, 2.66, 0.30], [-0.44, -0.31, 0.33], [-1.08, 1.82, 0.00], [0.06, -0.72, -0.45], [-0.54, 0.77, 0.18], [-1.08, -0.18, 1.70], [-0.46, 0.13, -0.70], [0.70, 0.40, -1.20], [0.90, 0.41, 1.10], [0.34, 0.27, -0.75]],
  "lowdin_charge": [-0.233, -0.410, -0.179, 0.057, -0.021, -0.082, 0.144, 0.022, -0.087, 0.003, 0.074, 0.041, 0.099, 0.087, 0.131, 0.077, 0.061, 0.047, 0.170]
}

---

Entry 3:
{
  "formula": "C22H31BeCl3N3O3",
  "method": "the ωB97M-V functional and the def2-TZVPD basis",
  "de_lowest_kcal_mol": 43.9,
  "homo_ev": [0.5, -1.5],
  "homo_lumo_gap_ev": [1.6, 3.7],
  "charge": -1,
  "symbols": ["O", "C", "C", "C", "H", "C", "H", "C", "H", "C", "H", "C", "H", "H", "C", "C", "H", "H", "H", "C", "C", "H", "H", "H", "H", "Be", "Cl", "Cl", "C", "O", "N", "C", "C", "H", "H", "H", "H", "H", "H", "H", "H", "H", "C", "C", "N", "H", "C", "O", "H", "H", "H", "H", "Cl", "C", "C", "C", "C", "N", "C", "H", "H", "H", "H"],
  "xyz": [[-4.1778, 0.6484, -0.4416], [-4.9551, 0.5474, -1.3748], [-6.0863, -0.4347, -1.4156], [-6.2773, -1.3145, -0.3369], [-5.6244, -1.2496, 0.5345], [-7.2942, -2.2638, -0.3924], [-7.4391, -2.9548, 0.4387], [-8.1256, -2.3304, -1.5196], [-8.9121, -3.0791, -1.5742], [-7.9579, -1.4319, -2.5820], [-8.6095, -1.4666, -3.4551], [-6.9416, -0.4825, -2.5238], [-6.7767, 0.2392, -3.3252], [-4.8887, 1.2021, -2.2810], [0.1227, -2.0785, -2.6256], [1.0869, -1.6023, -1.5988], [0.6192, -2.4228, -3.5379], [-0.5075, -1.2156, -2.8732], [-0.5152, -2.8845, -2.2576], [2.2626, -0.9894, -1.8093], [3.2355, -1.3676, -2.8746], [2.5886, -0.1916, -1.1539], [2.8034, -2.0280, -3.6360], [4.0716, -1.9181, -2.4217], [3.6735, -0.5126, -3.4038], [0.1959, 0.4202, 0.1306], [0.5103, -1.7440, 0.0508], [-1.4924, 0.5968, -0.7884], [3.5679, -1.7633, 1.3458], [3.1561, -0.5984, 1.2775], [4.8456, -2.0896, 1.6552], [5.7727, -1.0874, 2.1559], [5.2986, -3.4588, 1.4905], [2.9336, -2.6521, 1.1317], [5.2689, -0.1195, 2.1769], [6.6563, -1.0300, 1.5066], [6.1029, -1.3443, 3.1715], [4.4579, -4.0170, 1.0687], [5.5820, -3.9025, 2.4527], [6.1525, -3.5042, 0.8036], [3.5036, 4.4618, -0.4092], [1.3395, 5.7112, 0.2431], [2.9079, 3.8174, -1.0605], [0.7874, 5.0395, -0.4202], [1.5141, 3.7753, -0.5825], [3.3233, 2.8079, -1.0721], [0.8322, 2.6677, -0.4327], [1.3307, 1.4864, -0.3539], [-0.1887, 4.7924, 0.0170], [-0.2623, 2.7752, -0.3482], [2.9606, 4.2507, -2.0658], [0.6413, 5.5304, -1.3889], [-3.0157, 0.3535, 4.2163], [-1.4305, 0.6892, 3.6499], [-0.5007, 1.4077, 4.4074], [0.7746, 1.5936, 3.8730], [1.0526, 1.1415, 2.5900], [0.1019, 0.5772, 1.8255], [-1.0870, 0.2396, 2.3782], [-0.7959, 1.7961, 5.3745], [1.5672, 2.0919, 4.4261], [2.0533, 1.1910, 2.1592], [-1.7932, -0.3214, 1.7855]],
  "forces_ev_per_angstrom": [[-1.68, 0.00, -1.18], [0.46, 0.09, 0.88], [-0.02, -0.24, 0.22], [-0.12, -0.04, -0.20], [-0.09, 0.05, -0.31], [-0.05, 0.16, -0.29], [0.02, 0.17, -0.23], [0.17, 0.27, -0.11], [0.11, 0.11, 0.04], [0.06, -0.06, 0.23], [0.11, -0.07, 0.26], [0.36, 0.01, 0.37], [-0.12, -0.24, 0.07], [0.13, -0.15, 0.35], [-0.10, -0.58, -0.17], [1.02, 0.03, -0.76], [0.01, 0.16, 0.15], [-0.07, -0.20, -0.01], [0.02, 0.05, -0.04], [-0.26, -0.10, 0.05], [-0.19, 0.21, -1.11], [0.35, -0.66, 0.67], [0.05, 0.08, 0.15], [-0.08, 0.10, 0.13], [-0.12, -0.08, 0.20], [0.07, 0.68, 1.37], [-0.22, 0.15, 0.12], [0.26, -0.05, -0.50], [-0.30, 1.86, -0.34], [0.52, -1.94, 0.28], [0.03, -0.24, 0.16], [0.05, -0.12, -0.16], [-0.21, 0.31, 0.18], [0.14, 0.41, -0.02], [0.05, -0.18, -0.07], [-0.15, 0.05, 0.10], [-0.06, -0.01, -0.15], [0.29, -0.14, 0.04], [0.03, 0.01, -0.12], [-0.14, -0.03, 0.09], [-0.07, -0.17, 0.10], [-0.07, -0.20, -0.06], [-0.18, 0.00, 0.42], [-0.04, -0.34, -0.25], [0.44, 0.47, -0.12], [-0.10, 0.16, 0.02], [-0.01, -1.51, 0.20], [-0.38, 1.37, -0.54], [0.27, 0.32, -0.10], [0.46, 0.05, 0.19], [-0.24, -0.12, -0.10], [0.06, -0.03, 0.07], [-0.55, -0.12, 0.46], [1.08, -0.66, -2.09], [-1.15, 0.41, 1.30], [1.27, -0.33, -1.60], [0.92, 1.05, 1.99], [-0.04, -0.66, -2.49], [-1.55, 0.35, 2.25], [0.12, 0.00, -0.03], [-0.15, -0.14, 0.01], [-0.38, 0.20, 0.14], [-0.03, 0.05, -0.11]],
  "lowdin_charge": [-0.063, -0.221, -0.187, -0.018, 0.122, -0.081, 0.102, -0.092, 0.095, -0.093, 0.098, -0.052, 0.108, 0.125, -0.130, -0.663, 0.071, 0.059, 0.067, -0.192, -0.155, 0.075, 0.060, 0.063, 0.050, -0.382, 0.858, 0.350, -0.318, -0.038, -0.201, -0.067, -0.081, 0.116, 0.081, 0.080, 0.085, 0.077, 0.082, 0.082, 0.061, 0.082, -0.171, -0.086, -0.152, 0.066, -0.246, -0.094, 0.089, 0.098, 0.026, 0.067, 0.621, -0.721, -0.188, -0.122, -0.169, -0.109, -0.226, 0.072, 0.084, 0.086, 0.061]
}